Formula: C36H66Cl2N12
Source: the OMol25 dataset
Level of theory: ωB97M-V with the def2-TZVPD basis set

Output
* calculated total energy: -81296.5702 eV
* F_max: 1.87 eV Å⁻¹
* gap between HOMO and LUMO: 6.60 eV
* HOMO: -14.59 eV
* energy relative to the best compared isomer or geometry (same formula, charge and spin): 1.2498 eV

Geometry as ORCA input:
```
! wB97M-V def2-TZVPD RIJCOSX def2/J DEFGRID3
* xyz 4 1
C 1.08 3.69 -3.93
C 0.82 4.79 -2.92
N -0.27 4.46 -1.99
C -0.10 3.89 -0.75
C -1.30 3.88 -0.12
N -2.20 4.42 -1.01
C -1.56 4.77 -2.11
C -3.63 4.65 -0.75
H 0.12 3.45 -4.40
H 1.50 2.77 -3.52
H 1.78 4.04 -4.68
H 0.60 5.75 -3.40
H 1.68 4.97 -2.28
H 0.90 3.61 -0.46
H -1.61 3.36 0.77
H -1.99 5.26 -2.97
H -3.96 5.48 -1.37
H -3.77 4.84 0.30
H -4.23 3.81 -1.10
C 11.89 2.59 2.82
C 11.34 1.96 1.55
N 9.91 2.13 1.32
C 9.31 3.24 0.74
C 7.98 3.03 0.78
N 7.77 1.82 1.41
C 8.96 1.30 1.71
C 6.49 1.27 1.80
H 11.47 2.10 3.70
H 11.70 3.66 2.86
H 12.96 2.38 2.81
H 11.60 0.91 1.43
H 11.88 2.37 0.68
H 9.93 4.04 0.37
H 7.15 3.62 0.45
H 9.15 0.40 2.26
H 6.18 1.57 2.80
H 6.50 0.18 1.73
H 5.70 1.62 1.13
C 2.26 1.21 2.22
C 2.06 0.08 1.21
N 0.70 0.00 0.70
C -0.44 -0.24 1.46
C -1.49 -0.08 0.63
N -0.99 0.11 -0.64
C 0.33 0.07 -0.58
C -1.80 0.23 -1.83
H 3.31 1.20 2.54
H 1.61 1.17 3.09
H 2.18 2.18 1.72
H 2.46 -0.86 1.58
H 2.69 0.34 0.35
H -0.38 -0.46 2.51
H -2.56 -0.12 0.81
H 0.98 0.21 -1.44
H -1.32 0.90 -2.54
H -2.80 0.62 -1.64
H -1.97 -0.76 -2.24
C 0.73 -3.83 -2.65
C -0.27 -2.97 -1.91
N -0.52 -3.53 -0.53
C 0.42 -3.96 0.37
C -0.24 -4.32 1.50
N -1.57 -4.00 1.30
C -1.71 -3.56 0.05
C -2.62 -4.08 2.31
H 0.34 -4.84 -2.76
H 1.71 -3.82 -2.17
H 0.93 -3.39 -3.62
H -1.26 -3.09 -2.34
H 0.10 -1.98 -1.71
H 1.45 -4.11 0.11
H 0.14 -4.82 2.37
H -2.66 -3.19 -0.33
H -2.57 -5.01 2.86
H -3.60 -4.07 1.82
H -2.59 -3.21 2.96
C 2.33 -2.73 4.00
C 1.66 -2.91 5.35
N 0.47 -2.06 5.51
C 0.46 -0.72 5.75
C -0.83 -0.32 5.83
N -1.60 -1.44 5.58
C -0.80 -2.46 5.34
C -3.08 -1.49 5.59
H 2.65 -1.70 3.81
H 1.57 -2.88 3.23
H 3.19 -3.39 3.86
H 2.34 -2.69 6.18
H 1.29 -3.93 5.50
H 1.35 -0.19 6.05
H -1.27 0.63 6.08
H -1.12 -3.46 5.09
H -3.45 -1.47 4.57
H -3.43 -0.61 6.12
H -3.38 -2.42 6.06
C -10.39 -1.76 -5.47
C -9.37 -0.92 -6.23
N -8.16 -0.72 -5.42
C -8.11 0.12 -4.31
C -6.88 -0.03 -3.78
N -6.16 -0.86 -4.61
C -6.96 -1.26 -5.59
C -4.79 -1.32 -4.42
H -10.87 -1.15 -4.70
H -10.03 -2.73 -5.16
H -11.22 -1.90 -6.17
H -9.77 0.08 -6.44
H -9.08 -1.39 -7.17
H -8.97 0.74 -4.11
H -6.39 0.37 -2.91
H -6.76 -1.84 -6.48
H -4.09 -0.54 -4.74
H -4.63 -2.14 -5.11
H -4.54 -1.47 -3.37
Cl -4.81 -1.09 -0.40
Cl 0.87 -0.15 -4.14
*
```